[1]
Density functional theory data (wB97M-V/def2-TZVPD) for C39H44FN8O9SSiY as an isolated structure.

Cartesian coordinates (Å):
Y1 -0.56276 -0.58105 -0.04868
N1 3.30099 -2.60447 -7.23400
C1 2.32186 -2.80963 -6.24779
C2 1.39187 -3.84091 -6.38744
C3 0.40910 -4.02661 -5.43049
C4 0.35922 -3.19960 -4.32145
C5 1.30719 -2.20527 -4.14883
C6 2.29095 -2.01478 -5.10318
S1 -1.14828 -3.19123 -3.35981
O1 -1.69891 -4.52755 -3.36649
O2 -1.94086 -2.19524 -4.05259
N2 -0.82075 -2.63355 -1.88453
C7 -0.27357 -3.52196 -1.02236
N3 0.39835 -4.60217 -1.46446
C8 0.88465 -5.41710 -0.54975
C9 0.73292 -5.21115 0.81520
C10 0.07063 -4.05051 1.17517
N4 -0.43358 -3.21367 0.28776
H1 3.01810 -2.90978 -8.15019
H2 3.67485 -1.66955 -7.24623
H3 1.43497 -4.47685 -7.26551
H4 -0.34308 -4.79873 -5.53382
H5 1.25921 -1.58094 -3.26331
H6 3.02747 -1.22873 -4.97734
H7 1.43682 -6.27354 -0.92931
H8 1.14214 -5.88849 1.54973
H9 -0.06615 -3.77829 2.21750
C11 0.09009 2.67890 7.11188
C12 1.35790 3.05078 6.33865
C13 2.62304 2.92522 7.18394
C14 2.84209 1.47364 7.59733
C15 2.70843 0.54887 6.41149
C16 3.26722 -0.71449 6.45682
C17 3.16790 -1.55711 5.36011
F1 3.73071 -2.78475 5.45244
C18 2.53639 -1.17744 4.20766
C19 1.97104 0.09760 4.13798
C20 1.28449 0.50155 2.89228
O3 1.09856 -0.32314 2.00617
C21 0.89163 1.89043 2.84657
C22 0.99367 2.65158 3.95632
N5 1.48997 2.22360 5.14872
C23 2.04866 0.96182 5.24078
C24 0.37168 2.57401 1.57721
O4 0.30509 3.80961 1.61570
O5 0.08357 1.82152 0.61017
H10 0.02729 3.25835 8.03515
H11 0.08619 1.61640 7.35659
H12 -0.78869 2.88590 6.50181
H13 1.26174 4.08393 6.00035
H14 2.54661 3.57185 8.05950
H15 3.47305 3.26281 6.58577
H16 2.12247 1.19065 8.37158
H17 3.83593 1.35536 8.03306
H18 3.79045 -1.04719 7.34490
H19 2.45917 -1.81893 3.33868
H20 0.67047 3.68454 3.90367
O6 5.37787 0.04747 -2.21907
C25 4.74366 1.15296 -2.52883
O7 5.30206 2.11243 -3.03185
C26 3.28975 1.18028 -2.24602
C27 2.44063 2.22430 -2.55497
N6 1.20795 1.84679 -2.19714
N7 1.19072 0.62953 -1.65995
C28 2.44103 0.20575 -1.66810
C29 2.71859 -1.14330 -1.06241
O8 3.87831 -1.60741 -1.20049
O9 1.76110 -1.67293 -0.46721
H21 4.73179 -0.67328 -1.82522
H22 2.66093 3.18139 -2.99564
H23 0.35396 2.38715 -2.20324
N8 -2.33165 -0.80752 2.91286
C30 -1.75915 -0.80159 1.90432
C31 -2.12743 0.88190 -3.50313
Si1 -2.51440 0.78659 -1.61315
C32 -2.88030 2.71407 -1.24963
C33 -4.06335 3.27278 -2.04612
C34 -1.64457 3.54283 -1.62030
C35 -3.13230 2.95467 0.24549
C36 -4.27745 -0.13207 -1.52056
C37 -5.13585 0.33578 -0.34009
C38 -4.02331 -1.62893 -1.30463
C39 -5.07610 0.01827 -2.82140
H24 -2.83704 1.50233 -4.06052
H25 -2.15493 -0.12176 -3.92207
H26 -1.12126 1.27263 -3.68919
H27 -3.91948 3.13831 -3.12208
H28 -4.17096 4.34991 -1.85116
H29 -5.00167 2.79033 -1.76851
H30 -1.39729 3.44615 -2.68593
H31 -0.80675 3.25171 -0.98306
H32 -1.83051 4.60679 -1.42130
H33 -4.01584 2.42740 0.60462
H34 -3.27883 4.02777 0.43589
H35 -2.27463 2.62610 0.83320
H36 -4.56216 0.32512 0.59060
H37 -5.98963 -0.34378 -0.21026
H38 -5.53527 1.34050 -0.49250
H39 -3.50296 -1.81170 -0.35729
H40 -3.43247 -2.05116 -2.11221
H41 -4.98025 -2.16915 -1.26417
H42 -5.21649 1.06607 -3.09758
H43 -6.06973 -0.44089 -2.71302
H44 -4.55453 -0.48510 -3.63804

Cartesian forces, eV/Å:
2.917 -0.049 -0.712
0.098 -0.119 0.105
-0.078 -0.059 0.053
0.100 0.099 -0.008
-0.010 -0.078 0.060
-0.276 0.036 0.114
-0.016 -0.029 0.161
0.013 0.011 -0.064
-0.108 0.308 -0.546
0.156 0.051 0.136
0.090 -0.154 0.342
-0.073 0.130 0.016
0.135 -0.429 0.062
0.068 0.008 0.142
-0.033 0.061 -0.008
-0.009 0.054 -0.018
0.041 -0.027 0.259
-0.022 0.490 -0.466
-0.008 0.055 -0.066
0.003 0.037 -0.029
-0.025 -0.024 0.008
0.025 0.005 -0.053
-0.018 0.002 -0.111
0.013 -0.004 0.048
-0.005 -0.014 0.042
-0.009 0.005 0.013
0.008 0.058 -0.014
0.118 0.033 -0.111
-0.093 0.114 0.298
-0.013 -0.121 -0.080
-0.028 0.070 -0.061
0.124 -0.085 0.181
-0.109 0.131 -0.052
-0.035 0.019 -0.068
0.016 -0.047 0.002
-0.008 0.010 -0.038
0.076 -0.036 0.202
-0.200 0.315 0.143
-0.073 -0.507 -0.456
-0.091 -0.033 -0.455
0.032 -0.083 0.199
0.065 0.147 -0.223
0.009 -0.212 -0.108
0.120 0.091 0.351
-0.037 -0.057 -0.072
-0.375 -0.720 -0.339
-0.034 -0.009 0.010
-0.036 0.004 0.024
-0.024 -0.028 0.023
0.045 -0.029 -0.089
-0.001 0.015 -0.003
-0.006 0.037 0.014
0.003 0.010 0.001
-0.015 -0.016 0.034
0.020 -0.027 -0.014
0.024 -0.031 0.041
-0.039 -0.011 0.013
0.146 0.220 -0.223
0.215 0.113 -0.051
-0.068 -0.018 0.021
-0.147 -0.092 -0.010
0.096 -0.012 -0.030
0.045 0.020 -0.032
-0.316 -0.140 0.218
0.072 0.011 -0.108
0.013 0.067 0.045
-0.301 -0.156 0.123
-0.352 0.083 0.018
0.125 -0.082 0.145
-0.055 -0.004 0.000
-0.023 0.003 0.030
0.052 -0.071 0.034
-1.081 0.054 1.268
-0.034 -0.051 0.176
-1.040 0.780 -0.480
-0.034 -0.177 0.129
0.058 -0.113 0.025
-0.047 -0.126 -0.005
0.011 -0.026 -0.076
0.076 0.060 -0.080
0.124 0.032 -0.058
0.024 0.116 -0.007
0.114 0.003 0.109
0.008 0.034 0.045
0.044 0.036 -0.028
-0.014 -0.003 0.000
-0.043 0.045 0.014
-0.003 0.021 -0.012
0.004 0.077 -0.045
0.005 -0.002 0.033
0.051 0.061 -0.013
0.004 0.026 -0.030
0.040 0.064 0.010
0.019 0.018 0.021
-0.024 0.019 0.042
-0.065 -0.015 0.030
-0.020 -0.014 -0.026
0.004 -0.035 0.079
-0.019 -0.040 -0.014
0.043 -0.062 -0.028
-0.007 -0.018 0.021
-0.040 -0.064 -0.032
-0.008 -0.033 -0.026
-0.063 0.029 -0.057

Summary:
Calculated total energy   -3454.00320 hartree
Net charge   -2
Gap between HOMO and LUMO   5.62 eV
Highest occupied orbital energy   -2.200 eV
Relative energy (zero: lowest compared OMol25 entry of this formula, charge and spin)   141.5 kJ/mol



[2]
Density functional theory data (wB97M-V/def2-TZVPD) for C39H44FN8O9SSiY as an isolated structure.

Cartesian coordinates (Å):
Y1 -0.98335 1.16313 0.44894
N1 4.45752 7.51578 -1.56736
C1 3.73913 6.63872 -0.73411
C2 3.46755 6.98375 0.58757
C3 2.78705 6.10614 1.41656
C4 2.38407 4.87209 0.93716
C5 2.64745 4.52211 -0.37933
C6 3.32378 5.39661 -1.21039
S1 1.51044 3.74466 2.00086
O1 1.26383 4.45356 3.22884
O2 2.33588 2.55175 2.10190
N2 0.20218 3.32035 1.19816
C7 -0.74589 4.22801 0.85400
N3 -0.63830 5.54938 1.05519
C8 -1.67711 6.27694 0.66333
C9 -2.82279 5.74765 0.09705
C10 -2.83728 4.36843 -0.07230
N4 -1.80784 3.62704 0.27562
H1 4.31932 8.48762 -1.33613
H2 4.28833 7.35627 -2.54895
H3 3.78348 7.95165 0.96252
H4 2.54170 6.37175 2.43577
H5 2.29598 3.57493 -0.76567
H6 3.52064 5.11804 -2.23978
H7 -1.58609 7.34888 0.82173
H8 -3.66024 6.36648 -0.18875
H9 -3.69063 3.83763 -0.47949
C11 0.83702 -5.61361 3.86985
C12 2.03824 -4.67315 3.88935
C13 3.35318 -5.36032 3.54213
C14 3.33431 -5.86430 2.10557
C15 2.90230 -4.77395 1.15893
C16 3.23304 -4.82605 -0.17848
C17 2.81989 -3.82011 -1.04304
F1 3.17747 -3.92041 -2.34090
C18 2.07588 -2.75603 -0.61780
C19 1.73261 -2.68052 0.73542
C20 0.89615 -1.55408 1.19404
O3 0.41533 -0.79325 0.34754
C21 0.70293 -1.45539 2.61361
C22 1.14943 -2.46596 3.39916
N5 1.82099 -3.55698 2.96730
C23 2.15060 -3.67756 1.62323
C24 -0.02959 -0.31606 3.31285
O4 -0.04957 -0.33690 4.54011
O5 -0.56359 0.54416 2.54614
H10 0.99910 -6.45707 4.54433
H11 0.65483 -5.99715 2.86519
H12 -0.06120 -5.08252 4.18488
H13 2.12582 -4.22886 4.88240
H14 3.52515 -6.18200 4.23997
H15 4.16572 -4.64067 3.66922
H16 2.65180 -6.71550 2.02069
H17 4.32141 -6.22978 1.81650
H18 3.82156 -5.64834 -0.56736
H19 1.74186 -1.98175 -1.29605
H20 0.94977 -2.40410 4.46298
O6 2.42508 1.47517 -4.86721
C25 3.30335 1.27149 -3.90696
O7 4.48823 1.11877 -4.13095
C26 2.78346 1.27059 -2.51626
C27 3.57048 1.13725 -1.38995
N6 2.75262 1.19565 -0.32659
N7 1.48419 1.39308 -0.68513
C28 1.47298 1.43498 -2.00223
C29 0.14364 1.71261 -2.64647
O8 0.11801 1.84158 -3.88976
O9 -0.81781 1.82036 -1.85127
H21 1.47296 1.59503 -4.49908
H22 4.63655 1.01847 -1.30112
H23 2.96526 1.35884 0.65466
N8 -4.48972 1.68818 1.48772
C30 -3.38772 1.42329 1.23032
C31 -1.37577 -1.80104 -2.42731
Si1 -2.53970 -1.05432 -1.07521
C32 -3.11674 -2.68300 -0.10700
C33 -3.98866 -2.30904 1.09547
C34 -3.84910 -3.72381 -0.95529
C35 -1.86171 -3.35868 0.45519
C36 -4.06746 -0.45645 -2.17730
C37 -3.72358 0.95267 -2.67537
C38 -5.37239 -0.34435 -1.38417
C39 -4.32042 -1.32702 -3.41235
H24 -1.78418 -2.66286 -2.96822
H25 -0.42634 -2.10400 -1.97757
H26 -1.14103 -1.02812 -3.16745
H27 -4.94168 -1.87103 0.79962
H28 -3.48924 -1.57352 1.73125
H29 -4.20312 -3.20137 1.70570
H30 -4.81228 -3.35838 -1.31350
H31 -4.04366 -4.63234 -0.36203
H32 -3.25913 -4.02187 -1.82695
H33 -1.37499 -2.71103 1.18520
H34 -1.13440 -3.60933 -0.32257
H35 -2.13456 -4.29111 0.97560
H36 -3.61158 1.64394 -1.83660
H37 -4.53192 1.32987 -3.32168
H38 -2.79211 0.97764 -3.24391
H39 -5.24653 0.25824 -0.48273
H40 -5.76789 -1.32118 -1.09630
H41 -6.13936 0.14289 -2.00668
H42 -3.45555 -1.34037 -4.07889
H43 -5.17125 -0.92549 -3.98496
H44 -4.55648 -2.36203 -3.15442

Cartesian forces, eV/Å:
-0.569 -0.040 -0.284
0.005 0.006 0.001
0.005 -0.004 0.003
0.007 0.000 0.000
-0.004 0.002 0.010
-0.023 0.010 -0.005
-0.020 0.004 -0.029
0.013 0.013 0.001
-0.022 -0.019 -0.003
0.001 0.013 0.009
0.035 -0.052 -0.122
0.138 0.130 0.165
0.010 -0.005 0.058
0.015 0.017 -0.042
0.017 0.003 0.006
-0.017 -0.013 -0.005
-0.008 -0.008 -0.026
0.134 -0.070 0.033
-0.003 0.000 -0.001
0.000 -0.002 -0.001
0.000 0.000 0.003
0.001 0.004 0.003
0.003 0.078 0.003
-0.001 -0.004 -0.002
0.000 0.000 -0.001
-0.001 0.000 0.003
-0.005 -0.002 0.002
0.001 -0.003 0.002
0.002 0.005 -0.004
-0.001 -0.003 0.003
-0.003 0.004 0.000
-0.004 -0.006 -0.002
-0.001 0.000 0.010
-0.004 0.000 -0.001
0.003 -0.005 0.001
0.015 -0.010 -0.011
-0.015 -0.003 0.001
0.002 -0.008 -0.012
0.039 0.022 0.007
0.018 -0.004 0.000
-0.009 0.011 -0.003
0.018 -0.007 -0.015
0.000 0.007 0.022
-0.056 0.001 -0.002
0.000 -0.010 0.001
0.049 0.000 0.005
0.000 -0.001 -0.001
0.000 -0.001 0.000
0.000 0.002 0.001
-0.002 -0.002 -0.001
0.001 0.000 0.000
0.001 -0.001 0.000
0.002 -0.002 -0.001
0.001 0.001 0.000
0.000 0.002 -0.006
0.004 0.006 0.000
-0.004 0.002 0.000
0.102 -0.100 -0.018
0.015 0.115 -0.025
-0.005 -0.038 0.002
0.008 0.002 0.021
0.016 -0.038 -0.020
0.003 0.042 0.062
-0.003 0.016 0.001
-0.013 -0.037 0.016
-0.036 -0.005 0.013
-0.051 -0.044 0.016
0.101 -0.066 0.026
-0.055 0.095 0.014
0.002 0.001 0.002
-0.002 -0.027 0.043
0.001 -0.002 -0.009
0.113 0.019 0.050
-0.008 0.008 -0.003
0.016 0.005 0.068
-0.002 0.011 -0.002
0.007 0.004 0.007
-0.001 -0.001 0.013
0.018 -0.008 -0.004
0.007 -0.024 -0.018
-0.015 -0.031 0.008
0.014 0.023 -0.003
-0.008 -0.016 -0.003
0.004 0.002 -0.001
-0.008 -0.006 0.002
-0.004 0.000 -0.012
-0.001 0.001 0.006
-0.007 -0.002 -0.004
0.002 -0.002 -0.003
-0.021 0.019 0.021
-0.001 0.002 0.003
-0.006 0.001 -0.005
0.036 0.037 0.026
0.002 -0.005 -0.012
0.001 0.004 -0.004
0.013 0.007 -0.013
0.001 -0.005 0.000
-0.011 0.022 0.008
-0.005 -0.039 0.011
0.003 -0.035 0.000
-0.004 -0.006 -0.010
0.012 0.004 -0.008
0.000 0.002 -0.005
0.003 0.041 -0.030

Summary:
Calculated total energy   -3454.04076 hartree
Net charge   -2
Gap between HOMO and LUMO   4.66 eV
Highest occupied orbital energy   -1.261 eV
Relative energy (zero: lowest compared OMol25 entry of this formula, charge and spin)   42.9 kJ/mol